C30H53Br9Cl8NO8 | ωB97M-V/def2-TZVPD

The geometry in ORCA input format:
```
! RIJCOSX wB97M-V def2-TZVPD def2/J DEFGRID3
* xyz -1 1
C -2.0885 -4.0114 1.1917
C -2.1397 -2.5455 0.8439
C -0.8992 -2.1280 0.0272
C -0.6235 -0.6408 0.1698
N 0.4939 -0.2337 -0.7241
C 0.8316 1.2403 -0.5624
C 2.2935 1.4203 -1.0024
C 2.8979 0.0118 -0.7590
C 1.7604 -0.8945 -0.2422
C 0.2767 -0.5832 -2.1576
H -1.2346 -4.1032 1.8676
H -1.9609 -4.6683 0.3300
H -2.9717 -4.3262 1.7466
H -2.2239 -2.0795 1.8263
H -3.0601 -2.2649 0.3222
H -1.1512 -2.4018 -0.9889
H -0.0625 -2.7329 0.3711
H -0.3738 -0.3542 1.1872
H -1.4412 -0.0116 -0.1850
H 0.1112 1.7989 -1.1612
H 0.7196 1.5826 0.4666
H 2.1894 1.7058 -2.0507
H 2.8707 2.1905 -0.4979
H 3.2878 -0.3855 -1.6970
H 3.7055 0.0815 -0.0343
H 1.9028 -1.9186 -0.5829
H 1.7746 -0.8738 0.8473
H 1.0563 -0.1391 -2.7752
H -0.7023 -0.3338 -2.5648
H 0.3092 -1.6654 -2.2817
O 4.5480 -3.9468 -2.3979
C 3.9357 -2.7756 -2.7956
C 2.8063 -2.8348 -3.8578
O 2.3216 -1.6446 -4.3941
H 4.6608 -1.9474 -2.9288
H 3.3706 -2.4359 -1.8885
H 1.9865 -3.4318 -3.3965
H 3.1126 -3.5665 -4.6322
O -0.6463 -0.4138 4.1335
C -1.1586 -0.4588 5.2093
O -1.7198 0.6057 5.8212
C -2.3783 0.2570 7.0258
C -1.8556 -1.1080 7.4233
C -1.3321 -1.6970 6.1123
H -3.4445 0.3113 6.7840
H -2.2508 0.9835 7.8288
H -2.5975 -1.7997 7.8234
H -1.0321 -1.0921 8.1349
H -1.8520 -2.5402 5.6632
H -0.3245 -2.0799 6.2862
O -1.3824 3.7643 1.8684
C -2.3251 3.1958 2.3438
O -2.9874 2.2822 1.5975
C -4.0640 1.6855 2.3635
C -4.3071 2.6635 3.4911
C -2.9498 3.3009 3.7211
H -3.7806 0.6859 2.6838
H -4.9441 1.4777 1.7578
H -4.6278 2.0982 4.3686
H -5.0919 3.3808 3.2501
H -2.4532 2.7054 4.4865
H -2.9232 4.3242 4.0899
O 4.3479 3.8110 1.0972
C 5.0949 4.7306 1.2564
O 6.2559 4.5747 1.9159
C 6.9330 5.8188 2.1591
C 6.3569 6.7419 1.1103
C 4.9559 6.1919 0.7943
H 7.9812 5.6458 1.9241
H 6.7628 6.1187 3.1916
H 6.9469 6.7389 0.1950
H 6.2918 7.7703 1.4678
H 4.8698 6.1289 -0.2869
H 4.2241 6.7223 1.3961
C 0.4299 0.7563 -5.4904
Cl 0.9325 2.2678 -4.7721
Cl -0.4400 0.9941 -6.9930
H 1.3077 0.1341 -5.6679
H -0.2575 0.2506 -4.8182
C 0.3498 -3.1646 -5.3009
Cl -0.7793 -2.2097 -6.3941
Cl -0.3286 -4.7267 -4.8294
H 1.2535 -3.2726 -5.8860
H 0.4973 -2.5843 -4.3966
C 2.7081 -5.0796 -1.7241
Cl 1.0267 -4.6454 -1.4569
Cl 3.0453 -6.7641 -1.1456
H 2.8357 -5.1625 -2.7993
H 3.4501 -4.3442 -1.4077
C 4.4379 0.8114 -4.4944
Cl 4.4615 1.3592 -6.1616
Cl 5.5504 1.7258 -3.4631
H 3.4228 0.9397 -4.1300
H 4.6405 -0.2504 -4.3709
C -5.3480 1.7785 -1.7386
Br -5.8836 0.2368 -0.6862
Br -6.3908 1.9279 -3.3813
Br -3.3653 1.6770 -2.0548
H -5.6060 2.6516 -1.1551
C -6.6479 -2.0757 4.3634
Br -7.3432 -1.3682 2.6195
Br -7.9780 -1.8617 5.7580
Br -4.9804 -1.2782 4.9427
H -6.4447 -3.1219 4.1753
C -3.8011 -1.5259 -4.5320
Br -2.9630 -1.7253 -2.7940
Br -3.6296 0.2572 -5.3068
Br -5.6934 -2.0635 -4.4058
H -3.3521 -2.2223 -5.2295
*
```

**Relative energy (zero: lowest compared OMol25 entry of this formula, charge and spin)**: 0.00 kJ/mol
**Lowest unoccupied orbital energy**: 0.235 eV
**E_HOMO**: -2.75 eV


C8H14N | ωB97M-V/def2-TZVPD

The geometry in ORCA input format:
```
! RIJCOSX wB97M-V def2-TZVPD def2/J DEFGRID3
* xyz 1 1
C -0.5847 -1.9756 -0.2776
C -1.7215 -1.3451 -0.4190
C 0.1921 -0.5906 -0.0389
C -1.1959 0.0722 -0.0838
C -1.5813 0.4709 1.3221
C -1.4296 1.0132 -1.2931
C 1.5627 1.2889 -0.0599
C 2.5371 -0.9876 0.3082
N 1.3731 -0.1276 0.0599
H -0.3231 -3.0354 -0.3453
H -2.7488 -1.5464 -0.6418
H -0.9306 1.1562 1.7688
H -1.6664 -0.4373 1.8381
H -2.6057 0.9943 1.4281
H -0.5711 1.4994 -1.6490
H -2.1310 1.6762 -0.9176
H -2.0248 0.4740 -2.1166
H 1.8386 1.6612 -1.0999
H 2.4450 1.4293 0.5237
H 0.6906 1.8466 0.2948
H 2.5190 -2.0256 0.0241
H 2.8654 -0.9789 1.3836
H 3.4909 -0.5324 -0.0090
*
```

**Relative energy (zero: lowest compared OMol25 entry of this formula, charge and spin)**: 124.17 kJ/mol
**Lowest unoccupied orbital energy**: -4.075 eV
**E_HOMO**: -14.55 eV
**Structure (SMILES)**: C[N+](C)=C1C=CC1(C)C


C22H52CrF6IN6O14P2S2 | ωB97M-V/def2-TZVPD

The geometry in ORCA input format:
```
! RIJCOSX wB97M-V def2-TZVPD def2/J DEFGRID3
* xyz 0 4
Cr -5.6565 -12.1105 -14.9089
I -4.3130 -11.9717 -12.6371
C -8.0385 -13.8358 -18.1791
F -8.7006 -13.8324 -19.3588
F -8.9100 -14.3032 -17.2823
F -7.0302 -14.7067 -18.2950
S -7.4354 -12.0755 -17.8384
O -6.7738 -12.1705 -16.5277
O -6.4940 -11.8118 -18.8702
O -8.5763 -11.2011 -17.7574
C -3.7819 -15.4534 -17.4511
F -3.9108 -16.7105 -17.8977
F -2.4652 -15.1233 -17.4815
F -4.4388 -14.6734 -18.2985
S -4.5550 -15.3208 -15.6644
O -3.4452 -15.6479 -14.8279
O -5.0212 -13.9304 -15.5487
O -5.6713 -16.1994 -15.6091
C -0.7824 -13.4165 -15.2774
C -0.8697 -12.0417 -15.9326
O -1.6713 -11.9300 -17.1722
C -2.9823 -11.9175 -17.1387
O -3.6512 -12.0110 -16.1559
O -3.5698 -11.8161 -18.3421
C -2.8595 -11.8212 -19.6096
H -0.3349 -14.0885 -16.0099
H -1.7525 -13.7414 -14.8882
H -0.0971 -13.2922 -14.4353
H 0.0770 -11.6879 -16.3440
H -1.2926 -11.3067 -15.2401
H -2.0834 -12.5889 -19.6469
H -2.4288 -10.8249 -19.7756
H -3.6544 -11.9733 -20.3449
C -9.6933 -16.8644 -14.8770
C -9.7299 -16.0489 -13.6043
O -8.9775 -14.8074 -13.7625
C -7.6997 -14.6669 -13.5315
O -7.1014 -13.6606 -13.9522
O -7.2457 -15.5948 -12.7696
C -5.9172 -15.5707 -12.1346
H -9.9856 -17.8985 -14.6937
H -8.6737 -16.8830 -15.2526
H -10.3484 -16.4325 -15.6333
H -9.3729 -16.5789 -12.7231
H -10.7438 -15.7179 -13.3869
H -5.8079 -14.6134 -11.6271
H -5.1170 -15.6365 -12.8732
H -5.9179 -16.4412 -11.4891
O -5.3657 -10.0548 -15.5434
P -5.1023 -8.6560 -16.0107
N -5.9148 -7.5015 -15.0556
C -5.9022 -7.6863 -13.6064
C -5.8379 -6.0680 -15.4121
N -5.5187 -8.3360 -17.5953
C -6.9531 -8.2256 -17.9183
C -4.7650 -8.8617 -18.7455
N -3.4685 -8.2005 -15.9714
C -2.6537 -8.4301 -14.7639
C -3.0339 -6.9324 -16.5874
H -6.2414 -8.6866 -13.3284
H -6.5705 -6.9452 -13.1593
H -4.9017 -7.6144 -13.1762
H -6.6981 -5.5976 -14.9292
H -5.9527 -5.9212 -16.4863
H -4.9015 -5.6206 -15.0978
H -7.4139 -7.4216 -17.3462
H -7.0441 -8.0091 -18.9879
H -7.5388 -9.1502 -17.8333
H -4.9736 -9.9121 -18.9477
H -5.1054 -8.3041 -19.6231
H -3.7021 -8.6563 -18.6352
H -2.9041 -9.4159 -14.3624
H -1.6028 -8.4413 -15.0526
H -2.7778 -7.6395 -14.0203
H -3.6174 -6.6904 -17.4745
H -2.0122 -7.0290 -16.9564
H -3.0478 -6.0989 -15.8816
O -7.3142 -11.0380 -14.0546
P -8.6414 -10.7273 -13.4074
N -9.9704 -11.7419 -13.7339
C -10.1396 -12.2925 -15.0840
C -11.2764 -11.7036 -13.0108
N -9.2385 -9.2000 -13.7618
C -9.1296 -8.7455 -15.1326
C -10.5017 -8.7013 -13.1758
N -8.5378 -10.6946 -11.7477
C -7.7596 -9.6741 -11.0381
C -8.5000 -12.0160 -11.1048
H -10.8258 -13.1374 -15.0201
H -9.1943 -12.6861 -15.4629
H -10.5149 -11.5316 -15.7693
H -11.2553 -10.9869 -12.1829
H -11.5233 -12.6842 -12.5967
H -12.0477 -11.4113 -13.7296
H -8.3760 -9.3271 -15.6615
H -10.0690 -8.7913 -15.6927
H -8.8190 -7.6983 -15.1484
H -10.5842 -8.8564 -12.0980
H -10.4548 -7.6247 -13.3546
H -11.3754 -9.1978 -13.5863
H -6.6912 -9.9222 -10.9987
H -7.9467 -8.7105 -11.5037
H -8.0907 -9.6802 -9.9945
H -8.4218 -11.8334 -10.0348
H -7.6168 -12.5838 -11.4038
H -9.4404 -12.5496 -11.2767
*
```

**Lowest unoccupied orbital energy (alpha / beta)**: -1.302 / 0.404 eV
**E_HOMO (alpha / beta)**: -8.54 / -8.54 eV
**⟨S²⟩**: 3.802


C21H27N3O2 | ωB97M-V/def2-TZVPD

The geometry in ORCA input format:
```
! RIJCOSX wB97M-V def2-TZVPD def2/J DEFGRID3
* xyz 0 1
C 3.4764 -0.5603 -0.6283
C 2.0483 -0.6911 -0.1115
C 1.9747 -1.3535 1.2655
C 2.0896 -2.8786 1.1853
N 0.8950 -3.4644 0.5948
C -0.1817 -3.6572 1.5537
H -0.0502 -2.9523 2.3767
C -1.5344 -3.3636 0.8912
N -1.5138 -2.0417 0.3124
C -2.1316 -0.9923 0.9132
O -2.9165 -1.1106 1.8323
C -1.7957 0.3162 0.3038
C -1.1353 0.6376 -0.8520
C -1.1113 2.0556 -0.9095
C -1.7796 2.4836 0.2432
C -1.9495 3.8564 0.5242
C -2.6099 4.3783 1.6459
C -2.7143 5.7360 1.8040
C -2.1647 6.6040 0.8528
C -1.5138 6.1158 -0.2508
C -1.3866 4.7302 -0.4487
N -0.7313 4.2988 -1.5565
C -0.5868 3.0310 -1.8004
C 0.1490 2.6180 -3.0326
H -0.4984 2.0203 -3.6724
H 0.4771 3.5002 -3.5732
H 1.0140 2.0122 -2.7660
H -1.0864 6.7736 -0.9911
H -2.2583 7.6707 0.9953
H -3.2230 6.1434 2.6650
H -3.0283 3.6925 2.3672
O -2.1898 1.4342 0.9666
H -0.7356 -0.0351 -1.5826
H -0.7125 -1.8725 -0.2767
H -2.3367 -3.3926 1.6302
H -1.7424 -4.0903 0.1007
H -0.1875 -4.6734 1.9770
C 1.1607 -4.6442 -0.2140
C 1.6094 -4.2636 -1.6219
H 2.5288 -3.6849 -1.5994
H 1.7822 -5.1605 -2.2112
H 0.8407 -3.6695 -2.1100
H 0.2369 -5.2215 -0.2907
H 1.9186 -5.2932 0.2553
H 2.9465 -3.1366 0.5623
H 2.2803 -3.2882 2.1906
H 1.0262 -1.0936 1.7397
H 2.7766 -0.9686 1.8983
H 1.6028 0.3049 -0.0558
H 1.4627 -1.2860 -0.8147
H 3.9582 -1.5322 -0.7015
H 4.0673 0.0624 0.0399
H 3.4841 -0.1038 -1.6157
*
```

**Relative energy (zero: lowest compared OMol25 entry of this formula, charge and spin)**: 113.20 kJ/mol
**Lowest unoccupied orbital energy**: 0.365 eV
**E_HOMO**: -8.40 eV
**Structure (SMILES)**: CCCCN(CC)CCNC(=O)c1cc2c(C)nc3ccccc3c2o1


C7H14N2O7P2 | ωB97M-V/def2-TZVPD

The geometry in ORCA input format:
```
! RIJCOSX wB97M-V def2-TZVPD def2/J DEFGRID3
* xyz 0 1
N 0.1247 1.3058 1.9311
P -1.2635 0.5650 1.9404
C -2.4167 1.1321 0.5927
O -3.1059 2.3890 0.6856
C -3.5670 2.5875 -0.6160
O -4.2071 3.4574 -1.0067
O -3.1018 1.5746 -1.4917
C -1.8397 1.1986 -0.8326
C -0.8844 2.3808 -1.2452
N 0.5153 2.0374 -1.4174
P -1.4419 -0.5374 -1.3733
O -0.1806 -1.0487 -0.7474
H 0.8478 0.5996 1.7645
H -1.0547 -0.8209 1.7066
H -1.9682 0.6726 3.1760
H -3.2627 0.3957 0.6212
H -1.3166 2.8906 -2.1248
H -0.9181 3.1186 -0.4135
H 1.0257 2.0376 -0.5411
H 0.6614 1.1901 -1.9518
H -1.4732 -0.7138 -2.7800
H -2.5049 -1.3382 -0.8484
C 3.8722 -2.9970 0.0780
C 2.3863 -3.1138 0.3000
O 2.1403 -2.1307 1.3048
C 3.1417 -1.2111 1.2273
O 3.1503 -0.1727 1.8059
O 4.1317 -1.6335 0.3983
H 4.1621 -3.2159 -0.9482
H 4.4482 -3.6351 0.7528
H 1.8063 -2.8598 -0.5900
H 2.0932 -4.1048 0.6430
*
```

**Lowest unoccupied orbital energy**: 0.297 eV
**E_HOMO**: -8.79 eV
**Structure (SMILES)**: N=[PH2][C@H]1OC(=O)O[C@]1(CN)[PH2]=O.O=C1OCCO1


C31H22F3O4S | ωB97M-V/def2-TZVPD

The geometry in ORCA input format:
```
! RIJCOSX wB97M-V def2-TZVPD def2/J DEFGRID3
* xyz 1 1
F -4.2811 0.0162 3.8214
C -3.4403 -1.0825 3.7754
F -2.2242 -0.6163 3.2240
F -3.9859 -2.1021 3.0128
C -3.1795 -1.6379 5.2484
C -1.9916 -2.7162 5.0993
S -0.3989 -2.0094 5.7370
H -4.1522 -2.0949 5.6082
H -2.8994 -0.8147 5.9775
H -1.8120 -2.9217 3.9869
H -2.2619 -3.7221 5.5517
H -0.6069 -1.1114 6.7677
H 0.1607 -1.3657 4.6432
C 1.6100 5.8268 0.9710
C 1.5943 6.2253 -0.3635
C 0.7645 5.5809 -1.2729
C -0.0447 4.5266 -0.8523
C -0.0110 4.1114 0.4796
C 0.8103 4.7719 1.3930
C -0.8286 2.9602 0.9285
O -0.8029 2.5971 2.0938
C -1.6711 2.2508 -0.0622
C -2.4013 1.1306 0.3316
C -3.2048 0.4648 -0.5864
C -3.2895 0.9214 -1.8995
C -2.5591 2.0343 -2.2978
C -1.7407 2.6955 -1.3818
C -0.9388 3.8577 -1.8245
O -1.0083 4.2542 -2.9739
H 2.2514 6.3365 1.6818
H 2.2283 7.0406 -0.6942
H 0.7523 5.8987 -2.3098
H 0.8307 4.4624 2.4320
H -2.3421 0.7727 1.3522
H -3.7677 -0.4099 -0.2786
H -3.9221 0.4060 -2.6140
H -2.6246 2.3829 -3.3229
C 1.1170 1.0288 -3.0844
C 2.4994 1.1786 -3.0016
C 3.3010 0.0853 -2.6964
C 2.7209 -1.1605 -2.4606
C 1.3339 -1.3047 -2.5195
C 0.5342 -0.2092 -2.8434
C 0.7003 -2.6106 -2.2227
O -0.5106 -2.7385 -2.2769
C 1.5622 -3.7567 -1.8500
C 0.9779 -4.9775 -1.5123
C 1.7789 -6.0619 -1.1743
C 3.1660 -5.9344 -1.1810
C 3.7519 -4.7187 -1.5114
C 2.9510 -3.6244 -1.8373
C 3.5851 -2.3234 -2.1535
O 4.7975 -2.2103 -2.1551
H 0.4927 1.8811 -3.3320
H 2.9520 2.1485 -3.1773
H 4.3772 0.2062 -2.6384
H -0.5434 -0.3184 -2.9039
H -0.1014 -5.0841 -1.5085
H 1.3222 -7.0089 -0.9073
H 3.7905 -6.7832 -0.9243
H 4.8323 -4.6237 -1.5105
*
```

**Lowest unoccupied orbital energy**: -4.416 eV
**E_HOMO**: -11.34 eV


Result set for maximum force: 2.66, 4.42, 2.55, 1.38, 3.12, 2.62 eV Å⁻¹, one per record in the order listed.
Result set for total energy: -780397.414, -10003.792, -154344.202, -30781.387, -43374.192, -59674.333 eV, one per record in the order listed.